1.
Here is a molecular structure, C32H42F5N6O3PRuS from the OMol25 dataset. Energies are from wB97M-V/def2-TZVPD.

Structure (XYZ):
```
91
Properties=species:S:1:pos:R:3:mulliken_charge:R:1
Ru 4.08 -3.35 0.85 0.0795
F 1.57 -3.00 7.48 -0.2426
C 2.23 -2.74 6.31 0.3197
C 3.35 -3.56 5.97 0.3667
F 3.51 -4.66 6.71 -0.2520
C 4.16 -3.29 4.90 0.4639
F 5.26 -4.08 4.74 -0.2631
C 3.87 -2.26 4.01 -0.0945
S 4.69 -2.04 2.44 -0.2276
C 2.90 -1.31 4.47 0.2866
F 2.84 -0.05 3.96 -0.2611
C 2.06 -1.55 5.62 0.1716
F 1.21 -0.58 6.04 -0.2622
N 4.82 -6.47 -1.68 -0.4467
C 4.37 -5.52 -0.84 1.1920
O 5.12 -4.74 -0.24 -0.5846
C 2.84 -5.54 -0.77 -0.1232
C 2.33 -4.55 0.06 0.7284
N 2.00 -3.52 0.55 -0.7831
C 1.99 -6.39 -1.52 -0.1667
N 1.43 -7.11 -2.23 -0.3886
H 5.83 -6.64 -1.57 0.3343
H 4.17 -7.30 -1.63 0.2751
C 3.07 1.09 -2.65 -1.1095
N 3.63 -0.18 -2.18 0.0771
C 5.06 -0.47 -2.32 -0.3689
C 5.32 -1.49 -1.22 -0.0304
O 6.42 -1.87 -0.83 -0.5154
N 4.04 -1.93 -0.78 0.3347
C 3.10 -0.99 -1.17 0.3610
N 1.81 -0.95 -0.88 0.1676
H 2.51 1.59 -1.82 0.3859
H 2.50 1.04 -3.54 0.2694
H 3.98 1.68 -2.84 0.4246
H 5.64 0.42 -2.03 0.3852
H 5.32 -0.87 -3.27 0.3105
H 1.43 -1.77 -0.35 0.2884
H 1.12 -0.19 -1.08 0.2756
O -0.50 0.66 -1.24 -0.9139
P -1.63 1.61 -0.88 -0.7241
C -3.05 0.50 -0.23 1.1426
C -3.97 0.94 0.93 -0.8607
C -5.20 -0.02 1.13 -0.7853
C -4.91 -1.51 0.83 -0.6942
C -3.44 -1.82 0.94 -1.0239
C -2.52 -0.91 0.05 -0.6701
C -1.22 2.81 0.37 0.5311
C -0.88 2.15 1.74 -0.6413
C 0.66 2.37 2.13 -0.8577
C 1.29 3.80 1.88 -0.8739
C 0.52 4.54 0.80 -0.9642
C -0.03 3.59 -0.30 -0.4995
C -2.42 2.48 -2.36 0.8155
C -3.61 3.38 -2.01 -0.6695
C -4.28 4.07 -3.24 -1.0039
C -4.77 3.01 -4.30 -0.8455
C -4.32 1.60 -3.88 -0.6257
C -2.83 1.58 -3.49 -1.0002
H -3.66 0.49 -1.17 0.1044
H -4.27 1.98 0.77 0.4784
H -3.38 1.01 1.88 0.3065
H -6.18 0.27 0.55 0.2492
H -5.43 0.10 2.23 0.3789
H -5.28 -1.67 -0.19 0.3361
H -5.54 -2.21 1.45 0.4077
H -3.38 -2.86 0.67 0.4546
H -3.07 -1.71 1.94 0.4272
H -2.25 -1.44 -0.93 0.3868
H -1.55 -0.86 0.56 0.0872
H -2.13 3.36 0.43 1.0759
H -1.05 1.09 1.61 0.0278
H -1.45 2.49 2.64 0.4679
H 1.20 1.66 1.53 0.0397
H 0.66 2.07 3.15 0.6894
H 2.40 3.61 1.62 0.2893
H 1.43 4.35 2.83 0.3716
H 1.28 5.30 0.43 0.3811
H -0.26 5.15 1.23 0.3954
H 0.71 2.94 -0.76 0.0812
H -0.48 4.28 -1.09 0.3560
H -1.55 3.12 -2.68 0.5384
H -3.46 4.32 -1.35 0.2262
H -4.40 2.74 -1.54 0.0592
H -3.65 4.87 -3.59 0.4652
H -5.13 4.74 -2.80 0.3902
H -4.40 3.25 -5.27 0.3675
H -5.83 3.05 -4.33 0.3752
H -4.65 0.92 -4.65 0.5047
H -5.01 1.44 -3.02 0.1368
H -2.23 1.85 -4.36 0.5705
H -2.50 0.58 -3.29 0.3608
```

Calculated values
- Multiplicity: 5
- Calculated total energy: -85221.1233 eV
- Charge: +2
- Expectation value of S²: 6.077
- Energy relative to the best compared isomer or geometry (same formula, charge and spin): 71.04 kcal per mole
- E_LUMO (alpha / beta): -7.5 / -10.4 eV

2.
Here is 9 unconnected molecules or ions with the total composition C32H42F8NO27 from the OMol25 dataset. Energies are from wB97M-V/def2-TZVPD.

Structure (XYZ):
```
110
Properties=species:S:1:pos:R:3:mulliken_charge:R:1
O 5.67 1.83 -2.23 -0.5080
C 4.97 3.00 -2.56 -0.5143
C 3.48 2.70 -2.82 -0.1986
O 3.14 1.45 -2.24 -0.3482
C 1.81 1.19 -2.13 0.0034
O 1.19 1.12 -3.43 -0.4064
C -0.19 1.30 -3.31 -0.0552
C -0.61 2.77 -3.09 -0.4390
C -1.37 3.05 -1.80 -0.0449
C -2.38 4.17 -2.14 -0.2558
C -1.86 4.74 -3.46 -0.5726
N -1.40 3.48 -4.17 0.0353
H 6.45 1.75 -2.79 0.2753
H 5.38 3.47 -3.46 0.3654
H 5.06 3.74 -1.75 0.2689
H 2.86 3.48 -2.35 0.1697
H 3.26 2.69 -3.89 0.2450
H 1.69 0.24 -1.60 0.2069
H 1.29 1.97 -1.53 0.2375
H -0.66 0.88 -4.20 0.1260
H -0.56 0.74 -2.45 0.0230
H 0.31 3.36 -3.07 0.1481
H -1.88 2.18 -1.42 -0.0619
H -0.68 3.38 -1.02 0.4916
H -3.38 3.76 -2.31 0.3497
H -2.41 4.91 -1.35 -0.0217
H -0.97 5.34 -3.30 0.3043
H -2.58 5.26 -4.08 0.3856
H -0.80 3.69 -4.97 0.3697
H -2.20 2.96 -4.53 0.3684
C -0.74 -0.18 1.14 0.5003
C -1.56 -0.09 2.42 0.5236
O -2.63 0.75 2.02 -0.3676
C -2.82 0.61 0.69 0.6442
O -3.75 1.00 0.08 -0.5698
O -1.75 -0.02 0.14 -0.2580
F -0.88 0.51 3.42 -0.3293
H -0.05 0.67 1.10 0.2045
H -0.21 -1.11 1.00 -0.5135
H -1.96 -1.04 2.78 0.2782
C -3.48 8.14 1.79 -0.4217
C -2.45 7.10 1.38 0.2961
O -2.55 7.13 -0.03 -0.2045
C -3.00 8.37 -0.41 0.5882
O -2.97 8.77 -1.52 -0.4912
O -3.47 9.03 0.67 -0.3305
F -2.76 5.85 1.81 -0.2912
H -4.47 7.68 1.88 0.2918
H -3.24 8.68 2.70 0.2852
H -1.43 7.33 1.68 0.2735
C -0.75 -0.84 -7.41 -0.2906
C -1.93 -1.57 -8.03 0.2649
O -3.02 -0.79 -7.56 -0.3072
C -2.59 0.46 -7.30 0.7257
O -3.29 1.39 -7.06 -0.5309
O -1.23 0.51 -7.32 -0.3277
F -2.06 -2.83 -7.56 -0.2678
H -0.56 -1.23 -6.41 0.1748
H 0.16 -0.88 -8.01 0.3077
H -1.95 -1.59 -9.12 0.2748
C -1.68 -4.89 3.66 -0.3801
C -0.71 -5.74 2.85 0.4029
O -0.86 -5.19 1.54 -0.3280
C -1.27 -3.92 1.67 0.6074
O -1.28 -3.11 0.78 -0.5079
O -1.66 -3.66 2.92 -0.2249
F -1.06 -7.04 2.83 -0.3290
H -2.69 -5.31 3.63 0.1294
H -1.38 -4.73 4.68 0.1815
H 0.33 -5.64 3.16 0.3623
C 0.77 -2.62 -1.75 -0.1942
C -0.16 -3.74 -1.32 0.3606
O 0.45 -4.18 -0.13 -0.3034
C 1.16 -3.15 0.41 0.6007
O 1.58 -3.11 1.52 -0.5354
O 1.29 -2.16 -0.51 -0.2666
F -0.20 -4.75 -2.22 -0.3524
H 1.58 -3.02 -2.37 0.3654
H 0.27 -1.81 -2.28 -0.0357
H -1.18 -3.43 -1.10 0.3440
C -6.39 -7.55 5.29 -0.3960
C -6.41 -7.23 6.77 0.3066
O -5.19 -6.53 6.94 -0.2982
C -4.84 -5.98 5.75 0.6717
O -3.99 -5.16 5.60 -0.5032
O -5.61 -6.48 4.76 -0.3043
F -6.40 -8.33 7.55 -0.2770
H -5.87 -8.50 5.12 0.2779
H -7.37 -7.57 4.81 0.2529
H -7.23 -6.59 7.09 0.2840
C 10.08 3.94 -2.02 -0.3850
C 10.67 2.72 -1.33 0.2853
O 9.71 1.72 -1.64 -0.2803
C 9.08 2.07 -2.79 0.6923
O 8.39 1.34 -3.43 -0.5922
O 9.36 3.35 -3.10 -0.3026
F 10.73 2.87 0.01 -0.2787
H 9.39 4.45 -1.35 0.2745
H 10.82 4.64 -2.41 0.2688
H 11.64 2.41 -1.70 0.2996
C 0.03 -2.88 7.61 -0.4508
C 1.23 -3.40 8.40 0.2949
O 1.50 -4.63 7.75 -0.3243
C 1.03 -4.56 6.48 0.6262
O 1.28 -5.34 5.62 -0.4747
O 0.24 -3.47 6.33 -0.2054
F 0.94 -3.63 9.69 -0.2862
H -0.89 -3.26 8.05 0.2865
H -0.01 -1.80 7.52 0.2765
H 2.12 -2.77 8.34 0.2861
```

Calculated values
- Calculated total energy: -112371.1272 eV
- Charge: +1
- E_LUMO: -2.4 eV

3.
Here is 5 unconnected molecules or ions with the total composition C32H42FNO11 from the OMol25 dataset. Energies are from wB97M-V/def2-TZVPD.

Structure (XYZ):
```
87
Properties=species:S:1:pos:R:3:mulliken_charge:R:1
O -2.01 -4.71 3.25 -0.5418
C -2.46 -3.89 2.52 0.0884
F -2.05 -3.84 1.23 -0.1600
C -3.48 -2.84 2.86 0.2628
C -2.87 -1.45 2.93 1.2169
C -1.49 -1.28 2.98 -1.3043
C -0.99 0.01 3.01 0.4006
C -1.82 1.11 2.98 -0.5179
C -3.19 0.96 2.96 -0.5631
C -3.72 -0.32 2.94 1.1152
C -5.20 -0.48 2.92 -0.8126
C -5.91 -0.37 4.12 -0.3098
C -7.29 -0.48 4.14 -0.7230
C -7.98 -0.69 2.95 -0.3743
C -7.28 -0.81 1.76 -0.8049
C -5.89 -0.70 1.73 0.0255
C -0.96 2.33 2.98 0.0941
O -1.33 3.47 2.89 -0.5952
N 0.39 1.90 3.08 -0.2373
C 0.42 0.48 3.07 -0.1361
O 1.42 -0.17 3.13 -0.5337
H -3.90 -3.13 3.82 0.3558
H -4.25 -2.86 2.08 0.3631
H -0.80 -2.12 2.99 0.6138
H -3.85 1.82 2.94 0.5557
H -5.38 -0.20 5.05 0.4378
H -7.83 -0.38 5.08 0.3832
H -9.06 -0.76 2.95 0.3748
H -7.82 -0.96 0.83 0.4082
H -5.34 -0.77 0.81 0.5885
H 0.91 2.31 2.30 0.3352
C 4.18 2.41 -2.35 -0.1782
C 4.22 1.42 -1.21 -0.6146
O 3.16 1.66 -0.28 -0.4153
C 1.91 1.20 -0.48 0.6233
C 1.53 0.62 -1.81 -0.6267
O 1.11 1.32 0.41 -0.5617
H 3.27 2.30 -2.93 -0.3194
H 5.03 2.25 -3.02 0.3704
H 4.22 3.43 -1.97 0.3071
H 4.20 0.39 -1.55 0.3855
H 5.13 1.54 -0.62 0.3354
H 1.08 1.41 -2.42 0.1783
H 0.79 -0.16 -1.63 0.1345
H 2.35 0.18 -2.37 0.3430
C 2.84 5.57 -7.33 -1.0040
C 3.36 5.16 -5.97 -0.4148
O 2.43 4.31 -5.27 -0.3454
C 2.38 2.99 -5.44 0.8864
C 3.14 2.34 -6.58 -1.1486
O 1.68 2.34 -4.71 -0.6428
H 2.71 4.71 -7.99 0.2775
H 3.53 6.26 -7.81 0.3615
H 1.87 6.06 -7.23 0.3060
H 4.34 4.69 -6.02 0.3375
H 3.46 6.03 -5.33 0.3463
H 2.46 2.23 -7.43 0.3104
H 3.46 1.36 -6.26 0.2993
H 4.02 2.89 -6.91 0.3917
C 3.29 -2.95 3.17 -0.3286
C 3.64 -4.26 3.85 -0.6186
O 5.05 -4.50 3.89 -0.3681
C 5.85 -3.99 4.84 0.7181
C 5.31 -2.94 5.79 -0.8731
O 7.00 -4.35 4.88 -0.5647
H 3.69 -2.10 3.71 0.2250
H 2.21 -2.83 3.11 -0.0047
H 3.71 -2.94 2.17 0.2871
H 3.21 -4.33 4.86 0.3970
H 3.23 -5.10 3.29 0.3171
H 5.56 -1.96 5.40 0.2387
H 5.81 -3.07 6.75 0.3036
H 4.24 -2.99 5.96 0.3035
C -2.90 0.11 -4.24 -1.1347
C -2.30 0.53 -2.91 0.1098
O -3.05 0.02 -1.80 -0.3780
C -2.86 -1.20 -1.29 0.9290
C -2.00 -2.21 -2.02 -1.1531
O -3.43 -1.49 -0.27 -0.4696
H -2.88 -0.97 -4.37 0.2748
H -2.35 0.57 -5.06 0.3739
H -3.94 0.43 -4.30 0.3182
H -1.25 0.25 -2.83 -0.1043
H -2.35 1.61 -2.80 0.3761
H -2.64 -2.83 -2.63 0.3378
H -1.51 -2.83 -1.28 0.1936
H -1.23 -1.76 -2.65 0.3659
```

Calculated values
- Calculated total energy: -60597.2910 eV
- Charge: 0
- E_LUMO: 0.2 eV

4.
Here is a molecular structure, C32H42N4ORh from the OMol25 dataset. Energies are from wB97M-V/def2-TZVPD.

Structure (XYZ):
```
80
Properties=species:S:1:pos:R:3:mulliken_charge:R:1
Rh 0.13 0.21 -0.01 -0.5174
N -0.99 -2.28 2.30 0.1515
N -0.37 -2.20 -1.23 0.6005
C 1.30 1.79 -0.47 1.0198
C 2.11 0.63 -0.19 0.5448
C 1.84 0.21 1.14 0.9729
C 2.44 -0.93 1.91 -1.5138
H 2.98 -1.60 1.24 0.4597
H 1.68 -1.51 2.44 0.3269
H 3.15 -0.54 2.66 0.2968
C 0.90 1.13 1.68 0.3969
C 0.39 1.04 3.06 -1.0863
H 1.00 1.58 3.80 0.1488
H 0.37 -0.02 3.30 0.0491
H -0.62 1.43 3.07 0.2269
C 0.52 2.08 0.69 0.3477
C -0.55 3.11 0.81 -1.4117
H -1.35 2.75 1.47 0.1474
H -0.99 3.31 -0.17 0.3369
H -0.17 4.05 1.23 0.2183
C 3.10 -0.04 -1.09 -1.7433
H 4.08 -0.10 -0.60 0.3989
H 3.19 0.51 -2.03 0.4878
H 2.79 -1.07 -1.31 0.1685
C 1.21 2.54 -1.75 -1.3674
H 0.15 2.64 -2.03 0.1434
H 1.70 1.96 -2.54 0.0667
H 1.65 3.55 -1.70 0.3836
C -2.05 -2.60 3.05 0.1182
H -2.35 -1.92 3.85 0.2984
C -2.80 -3.76 2.87 -0.9962
H -3.52 -3.97 3.63 0.4167
C -2.55 -4.55 1.76 -0.6479
H -3.03 -5.50 1.62 0.4091
C -1.61 -4.09 0.85 -0.6333
H -1.31 -4.60 -0.05 0.3355
C -0.90 -2.90 1.12 0.1246
C 0.02 -2.38 0.12 -0.5067
H 1.10 -2.55 0.27 0.4013
C -0.39 -0.93 -1.67 -0.4659
C -0.56 -3.06 -2.33 -0.6081
H -0.62 -4.11 -2.21 0.5778
C -0.66 -2.28 -3.42 -0.9710
H -0.81 -2.53 -4.45 0.4297
N -0.50 -0.94 -3.02 1.3628
C -0.42 0.20 -3.92 -0.6581
C 0.77 0.49 -4.61 0.8101
C 0.82 1.60 -5.45 -0.6104
H 1.76 1.85 -5.95 0.2074
C -0.30 2.40 -5.66 0.8476
C -0.25 3.58 -6.57 -1.4463
H -0.28 4.53 -6.01 0.2646
H -1.10 3.59 -7.27 0.3151
H 0.68 3.57 -7.16 0.3426
C -1.48 2.09 -4.99 -1.2673
H -2.36 2.70 -5.15 0.2228
C -1.56 1.00 -4.13 1.5563
C -2.84 0.67 -3.42 -1.4890
H -3.25 -0.29 -3.77 0.2618
H -3.56 1.46 -3.65 0.4065
H -2.70 0.62 -2.33 0.0961
C 2.00 -0.35 -4.42 -1.7827
H 2.12 -1.07 -5.24 0.3036
H 1.97 -0.90 -3.48 0.0990
H 2.88 0.31 -4.43 0.4044
C -3.91 1.27 4.53 -1.2988
N -2.89 0.49 3.86 0.4948
C -1.85 0.08 4.78 -1.6277
C -2.90 0.45 2.53 0.7432
C -4.15 0.81 1.79 -1.7679
O -1.89 0.12 1.87 -0.0417
H -3.64 1.32 5.59 0.4455
H -4.87 0.77 4.38 0.3195
H -3.97 2.27 4.09 0.3342
H -1.16 -0.66 4.37 0.6106
H -1.25 0.92 5.18 0.4388
H -2.33 -0.39 5.64 0.4625
H -3.97 1.71 1.21 0.3320
H -4.28 0.01 1.07 0.3380
H -5.10 0.94 2.30 0.4336
```

Calculated values
- Multiplicity: 5
- Calculated total energy: -44875.2366 eV
- Charge: -1
- Expectation value of S²: 6.027
- Energy relative to the best compared isomer or geometry (same formula, charge and spin): 62.33 kcal per mole
- E_LUMO (alpha / beta): 2.3 / 2.2 eV

5.
Here is 2 unconnected molecules or ions with the total composition C32H42NO6 from the OMol25 dataset. Energies are from wB97M-V/def2-TZVPD.

Structure (XYZ):
```
81
Properties=species:S:1:pos:R:3:mulliken_charge:R:1
C 4.68 -4.36 -0.21 -1.3161
C 4.18 -2.94 -0.35 -0.3259
O 2.73 -2.98 -0.19 -0.0229
C 2.12 -1.97 0.50 -1.0432
C 0.66 -2.24 0.47 2.2486
C -0.27 -1.44 1.28 0.2408
O 0.01 -0.52 2.04 -0.6998
C -1.75 -1.92 1.13 -0.8136
C -2.17 -2.41 -0.26 1.2100
C -2.24 -3.94 -0.46 -1.3603
C -1.02 -4.54 -1.17 -0.6994
C 0.22 -4.75 -0.29 -0.5242
C 0.45 -3.70 0.79 -1.7131
O 2.72 -1.08 1.08 -0.7284
H 5.75 -4.42 -0.43 0.4126
H 4.55 -4.69 0.82 0.3005
H 4.15 -5.05 -0.87 0.2728
H 4.60 -2.29 0.42 0.3572
H 4.37 -2.52 -1.34 0.2446
H -1.93 -2.72 1.87 1.0006
H -2.37 -1.07 1.44 -0.2661
H -3.18 -2.00 -0.45 -0.4491
H -1.53 -1.99 -1.03 -0.1632
H -2.45 -4.45 0.48 0.4390
H -3.10 -4.13 -1.12 0.3554
H -1.29 -5.53 -1.56 0.5216
H -0.74 -3.92 -2.04 0.1929
H 0.10 -5.69 0.26 0.3264
H 1.11 -4.87 -0.92 0.1275
H 1.35 -4.04 1.33 0.5975
H -0.37 -3.79 1.51 0.5994
C -4.62 1.00 1.52 -1.5971
C -4.12 1.64 0.21 2.3004
C -4.71 0.87 -0.97 -1.8972
C -4.65 3.08 0.18 -1.8223
C -2.58 1.64 0.16 -0.4798
C -1.81 0.87 -0.68 -0.8416
C -0.36 0.90 -0.61 -0.2049
C 0.44 -0.16 -1.12 -0.4728
C 1.71 0.18 -1.75 0.5599
C 2.73 0.85 -1.02 -0.1877
C 3.83 1.41 -1.64 -0.9974
C 3.96 1.29 -3.04 -0.3855
N 5.04 1.96 -3.68 0.9526
O 5.19 1.88 -4.91 -0.6275
O 5.80 2.67 -2.96 -0.6108
C 3.00 0.57 -3.79 -0.7369
C 1.94 -0.04 -3.14 -0.6834
C 0.19 2.08 -0.01 -0.5728
C -0.47 2.73 0.98 -0.6550
C 0.27 3.65 1.97 2.3751
C -0.45 5.00 2.09 -1.8982
C 1.70 3.92 1.52 -2.0783
C 0.33 3.01 3.36 -1.6927
C -1.87 2.39 1.22 1.7201
O -2.41 2.62 2.32 -0.7974
H -4.21 1.55 2.38 0.2716
H -5.72 1.05 1.55 0.5206
H -4.31 -0.05 1.60 0.2279
H -4.32 1.27 -1.91 0.3803
H -4.47 -0.20 -0.90 0.2234
H -5.80 0.98 -0.97 0.4534
H -4.25 3.61 -0.70 0.3527
H -5.74 3.07 0.13 0.4798
H -4.34 3.61 1.09 0.3264
H -2.27 0.28 -1.47 0.4763
H -0.06 -1.03 -1.53 0.5508
H 2.62 0.98 0.06 0.8728
H 4.61 1.94 -1.09 0.5154
H 3.13 0.51 -4.87 0.4927
H 1.20 -0.62 -3.70 0.4683
H 1.16 2.43 -0.33 0.9114
H -1.46 4.85 2.48 0.3096
H 0.12 5.64 2.78 0.4678
H -0.50 5.48 1.11 0.3884
H 2.29 3.00 1.51 0.2949
H 1.72 4.39 0.52 0.4299
H 2.17 4.62 2.22 0.4901
H 0.78 2.01 3.30 0.2957
H 0.92 3.65 4.01 0.5089
H -0.68 2.91 3.77 0.2997
```

Calculated values
- Calculated total energy: -47637.6487 eV
- Charge: -1
- Energy relative to the best compared isomer or geometry (same formula, charge and spin): 6.79 kcal per mole
- E_LUMO: 1.2 eV